# 1
C30H48B2F4N6O2 | ωB97M-V/def2-TZVPD

Calculated values
orbital gap	8.46	eV
total charge	+4
energy	-57115.0256	eV
ΔE to the lowest compared entry with this formula, charge and spin	37.51	kcal per mole
HOMO energy	-19.248	eV

Last columns: bonded neighbours and bond lengths (Å).
Cartesian coordinates (Å):
1 B 15.7174 5.6383 6.5515  H2 1.156, H3 1.162, H4 1.152, H5 1.164
2 H 14.7296 6.2167 6.3903  B1 1.156
3 H 16.1305 5.3143 5.5153  B1 1.162
4 H 16.5610 6.1134 7.1752  B1 1.152
5 H 15.4977 4.5991 7.0268  B1 1.164
6 C 15.4105 3.8297 9.9058  C7 1.504, H13 1.089, H14 1.091, H15 1.086
7 C 15.6328 5.2018 10.4812  C6 1.504, O8 1.177, N9 1.523
8 O 16.1243 5.4248 11.5267  C7 1.177
9 N 15.4070 6.3606 9.5186  C7 1.523, H10 1.044, H11 1.022, C12 1.523
10 H 15.7938 6.0789 8.5912  N9 1.044
11 H 14.3961 6.4654 9.4112  N9 1.022
12 C 16.0150 7.6621 10.0258  N9 1.523, H16 1.085, H17 1.088, H18 1.085
13 H 16.0555 3.6524 9.0460  C6 1.089
14 H 14.3788 3.7447 9.5609  C6 1.091
15 H 15.6148 3.1556 10.7330  C6 1.086
16 H 15.9515 8.3803 9.2151  C12 1.085
17 H 17.0725 7.5113 10.2321  C12 1.088
18 H 15.4961 7.8570 10.9579  C12 1.085
19 C 12.4140 4.1026 6.1373  C20 1.494, H26 1.085, H27 1.091, H28 1.090
20 C 12.9120 3.6007 4.8210  C19 1.494, O21 1.178, N22 1.521
21 O 12.3378 2.9554 4.0203  C20 1.178
22 N 14.4062 3.7722 4.5968  C20 1.521, H23 1.053, H24 1.023, C25 1.516
23 H 14.9847 4.2477 5.3368  N22 1.053
24 H 14.8096 2.8520 4.4068  N22 1.023
25 C 14.6612 4.5043 3.2943  N22 1.516, H29 1.083, H30 1.084, H31 1.093
26 H 11.3295 4.0634 6.1159  C19 1.085
27 H 12.7876 5.1241 6.2248  C19 1.091
28 H 12.8745 3.4719 6.8982  C19 1.090
29 H 14.3265 5.5345 3.2810  C25 1.083
30 H 14.3492 3.8331 2.5019  C25 1.084
31 H 15.7424 4.6537 3.2460  C25 1.093
32 C 19.1398 3.8588 4.9641  N33 1.477, H46 1.089, H47 1.088, H48 1.085
33 N 19.1696 3.8882 6.4405  C32 1.477, C34 1.350, C38 1.342
34 C 18.8838 5.0493 7.0679  N33 1.350, C35 1.367, H49 1.079
35 C 18.9670 5.1447 8.4289  C34 1.367, C36 1.398, H50 1.083
36 C 19.3623 4.0329 9.1795  C35 1.398, C37 1.391, C39 1.492
37 C 19.6693 2.8547 8.5071  C36 1.391, C38 1.383, H51 1.081
38 C 19.5148 2.7928 7.1341  N33 1.342, C37 1.383, H52 1.081
39 C 19.5549 4.1527 10.6547  C36 1.492, C40 1.416, C44 1.386
40 C 20.0650 5.3254 11.2637  C39 1.416, C41 1.381, H53 1.084
41 C 20.2438 5.3750 12.6324  C40 1.381, N42 1.338, H54 1.081
42 N 19.8945 4.3397 13.4039  C41 1.338, C43 1.342, C45 1.485
43 C 19.4634 3.1855 12.8721  N42 1.342, C44 1.388, H55 1.080
44 C 19.2074 3.1183 11.5094  C39 1.386, C43 1.388, H56 1.083
45 C 19.9735 4.4552 14.8826  N42 1.485, H57 1.087, H58 1.088, H59 1.088
46 H 18.9113 2.8501 4.6230  C32 1.089
47 H 20.1407 4.1236 4.6305  C32 1.088
48 H 18.3424 4.4952 4.5934  C32 1.085
49 H 18.7565 5.9099 6.4304  C34 1.079
50 H 18.7397 6.1172 8.8486  C35 1.083
51 H 20.0058 2.0298 9.1195  C37 1.081
52 H 19.5820 1.8309 6.6450  C38 1.081
53 H 20.2927 6.1707 10.6244  C40 1.084
54 H 20.6422 6.2264 13.1672  C41 1.081
55 H 19.0945 2.3689 13.4754  C43 1.080
56 H 18.7941 2.1880 11.1406  C44 1.083
57 H 20.9770 4.2210 15.2299  C45 1.087
58 H 19.2701 3.8058 15.3990  C45 1.088
59 H 19.6597 5.4648 15.1390  C45 1.088
60 C 18.5769 9.5315 4.7437  N61 1.490, H74 1.087, H75 1.086, H76 1.088
61 N 17.5044 9.2128 3.7601  C60 1.490, C62 1.353, C66 1.347
62 C 16.4129 8.5457 4.1995  N61 1.353, C63 1.382, H77 1.083
63 C 15.3875 8.2110 3.3348  C62 1.382, C64 1.422, H78 1.078
64 C 15.4425 8.7437 2.0177  C63 1.422, C65 1.396, C67 1.469
65 C 16.5004 9.5989 1.7031  C64 1.396, C66 1.377, H79 1.083
66 C 17.5145 9.8826 2.5910  N61 1.347, C65 1.377, H80 1.081
67 C 14.3798 8.4634 1.0423  C64 1.469, C68 1.402, C72 1.397
68 C 14.6801 8.1238 -0.2844  C67 1.402, C69 1.375, H81 1.082
69 C 13.6847 7.8686 -1.1973  C68 1.375, N70 1.345, H82 1.082
70 N 12.4063 7.8017 -0.7847  C69 1.345, C71 1.341, C73 1.484
71 C 12.0710 8.2518 0.4333  N70 1.341, C72 1.389, H83 1.081
72 C 13.0303 8.5509 1.3927  C67 1.397, C71 1.389, H84 1.081
73 C 11.3233 7.4138 -1.7224  N70 1.484, H85 1.092, H86 1.086, H87 1.084
74 H 19.5428 9.6082 4.2510  C60 1.087
75 H 18.6073 8.7368 5.4830  C60 1.086
76 H 18.2925 10.4956 5.1607  C60 1.088
77 H 16.3910 8.2693 5.2462  C62 1.083
78 H 14.5598 7.5929 3.6417  C63 1.078
79 H 16.5036 10.0249 0.7078  C65 1.083
80 H 18.4276 10.3812 2.2980  C66 1.081
81 H 15.7270 8.1055 -0.5557  C68 1.082
82 H 13.9277 7.8245 -2.2510  C69 1.082
83 H 11.0366 8.3523 0.7319  C71 1.081
84 H 12.6738 8.7753 2.3879  C72 1.081
85 H 11.0587 8.3229 -2.2670  C73 1.092
86 H 10.4041 7.1404 -1.2127  C73 1.086
87 H 11.7210 6.6354 -2.3640  C73 1.084
88 B 19.3276 8.5886 8.3447  F89 1.422, F90 1.396, F91 1.403, F92 1.397
89 F 18.0517 8.2499 7.8167  B88 1.422
90 F 19.6190 9.9023 7.9725  B88 1.396
91 F 19.2589 8.4983 9.7433  B88 1.403
92 F 20.2521 7.6686 7.8443  B88 1.397

***

# 2
C30H48BO27S | ωB97M-V/def2-TZVPD

Calculated values
orbital gap	5.68	eV
total charge	-1
energy	-98684.5787	eV
HOMO energy	-4.058	eV

Last columns: bonded neighbours and bond lengths (Å).
Cartesian coordinates (Å):
1 C 0.7028 3.4374 -1.7554  C2 1.538, H12 1.088, H13 1.091, H14 1.096
2 C 1.8004 2.3604 -1.7922  C1 1.538, B3 1.627, H15 1.095, H16 1.095
3 B 1.4138 1.0649 -2.6971  C2 1.627, S4 1.960, C5 1.641, H17 1.226
4 S 1.7308 1.5520 -4.5688  B3 1.960, H18 1.339
5 C 2.3106 -0.2479 -2.2902  B3 1.641, O6 1.454, H19 1.097, H20 1.096
6 O 3.6917 0.0773 -1.9713  C5 1.454, C7 1.365
7 C 4.0695 -0.1919 -0.6873  O6 1.365, O8 1.425, H21 1.100, H22 1.092
8 O 4.2734 -1.5783 -0.4261  C7 1.425, C9 1.405
9 C 3.3051 -2.2509 0.3377  O8 1.405, C10 1.526, H23 1.098, H24 1.094
10 C 2.8228 -3.4859 -0.4180  C9 1.526, O11 1.425, H25 1.092, H26 1.096
11 O 1.5833 -3.9325 0.1238  C10 1.425, H27 0.964
12 H 0.2075 3.4995 -2.7218  C1 1.088
13 H -0.0283 3.1892 -0.9842  C1 1.091
14 H 1.1077 4.4195 -1.4866  C1 1.096
15 H 2.7397 2.7912 -2.1559  C2 1.095
16 H 1.9846 2.0218 -0.7677  C2 1.095
17 H 0.2302 0.7657 -2.5842  B3 1.226
18 H 1.3137 0.4461 -5.1981  S4 1.339
19 H 1.8322 -0.7485 -1.4392  C5 1.097
20 H 2.3480 -0.9649 -3.1182  C5 1.096
21 H 3.3499 0.2140 0.0391  C7 1.100
22 H 5.0356 0.2943 -0.5377  C7 1.092
23 H 3.7432 -2.5514 1.2991  C9 1.098
24 H 2.4320 -1.6293 0.5561  C9 1.094
25 H 2.7140 -3.1850 -1.4624  C10 1.092
26 H 3.5769 -4.2778 -0.3448  C10 1.096
27 H 1.0070 -4.1862 -0.6059  O11 0.964
28 C 1.0309 -5.3547 3.7154  C29 1.510, O33 1.441, H34 1.082, H35 1.092
29 C 2.2109 -5.7035 2.8402  C28 1.510, O30 1.440, H36 1.091, H37 1.085
30 O 3.3145 -5.5882 3.7585  C29 1.440, C31 1.348
31 C 2.8472 -5.7381 5.0137  O30 1.348, O32 1.192, O33 1.353
32 O 3.5272 -5.8568 5.9849  C31 1.192
33 O 1.4947 -5.7363 5.0252  C28 1.441, C31 1.353
34 H 0.1291 -5.8979 3.4639  C28 1.082
35 H 0.8282 -4.2821 3.7153  C28 1.092
36 H 2.1636 -6.7323 2.4790  C29 1.091
37 H 2.3286 -5.0260 2.0014  C29 1.085
38 C 3.7102 6.8799 -0.8125  C39 1.514, O43 1.435, H44 1.088, H45 1.088
39 C 3.5701 7.5499 0.5379  C38 1.514, O40 1.426, H46 1.093, H47 1.087
40 O 2.7823 6.6133 1.2695  C39 1.426, C41 1.363
41 C 2.9241 5.3855 0.6943  O40 1.363, O42 1.185, O43 1.351
42 O 2.5116 4.3804 1.1684  C41 1.185
43 O 3.5933 5.4899 -0.4742  C38 1.435, C41 1.351
44 H 4.6715 7.0687 -1.2856  C38 1.088
45 H 2.9079 7.1589 -1.4932  C38 1.088
46 H 4.5319 7.6633 1.0455  C39 1.093
47 H 3.0644 8.5111 0.4894  C39 1.087
48 C -3.7698 -3.7899 2.1045  C49 1.514, O53 1.437, H54 1.085, H55 1.091
49 C -3.9435 -4.9493 3.0619  C48 1.514, O50 1.437, H56 1.089, H57 1.086
50 O -3.0474 -5.9337 2.5217  C49 1.437, C51 1.353
51 C -2.0985 -5.2806 1.8113  O50 1.353, O52 1.192, O53 1.344
52 O -1.0875 -5.7829 1.4277  C51 1.192
53 O -2.4200 -3.9856 1.6533  C48 1.437, C51 1.344
54 H -3.8769 -2.8257 2.5905  C48 1.085
55 H -4.4410 -3.8370 1.2462  C48 1.091
56 H -3.6086 -4.6893 4.0647  C49 1.089
57 H -4.9576 -5.3373 3.0984  C49 1.086
58 C -2.0553 -3.0078 6.7309  C59 1.516, O63 1.436, H64 1.086, H65 1.090
59 C -2.3559 -3.1869 8.2061  C58 1.516, O60 1.435, H66 1.091, H67 1.086
60 O -3.7900 -3.1492 8.2282  C59 1.435, C61 1.350
61 C -4.2460 -3.4968 7.0065  O60 1.350, O62 1.190, O63 1.349
62 O -5.3869 -3.7140 6.7454  C61 1.190
63 O -3.2307 -3.5615 6.1199  C58 1.436, C61 1.349
64 H -1.1746 -3.5472 6.3937  C58 1.086
65 H -1.9749 -1.9596 6.4412  C58 1.090
66 H -2.0267 -4.1553 8.5845  C59 1.091
67 H -1.9562 -2.3955 8.8331  C59 1.086
68 C 0.3262 9.5076 -5.1507  C69 1.513, O73 1.435, H74 1.087, H75 1.092
69 C 1.8242 9.3630 -5.3067  C68 1.513, O70 1.436, H76 1.088, H77 1.087
70 O 2.2730 9.3546 -3.9429  C69 1.436, C71 1.353
71 C 1.2415 8.9639 -3.1600  O70 1.353, O72 1.192, O73 1.347
72 O 1.3443 8.6971 -2.0028  C71 1.192
73 O 0.0948 8.9133 -3.8654  C68 1.435, C71 1.347
74 H -0.2309 8.9834 -5.9225  C68 1.087
75 H 0.0008 10.5488 -5.1086  C68 1.092
76 H 2.0969 8.4183 -5.7735  C69 1.088
77 H 2.2791 10.1857 -5.8520  C69 1.087
78 C -7.9634 -0.5564 5.3026  C79 1.518, O83 1.431, H84 1.086, H85 1.092
79 C -7.8669 -2.0708 5.2489  C78 1.518, O80 1.432, H86 1.089, H87 1.087
80 O -7.0543 -2.2736 4.0878  C79 1.432, C81 1.353
81 C -6.3187 -1.1584 3.8759  O80 1.353, O82 1.188, O83 1.352
82 O -5.4298 -1.0801 3.0909  C81 1.188
83 O -6.7441 -0.1510 4.6717  C78 1.431, C81 1.352
84 H -8.0070 -0.1556 6.3115  C78 1.086
85 H -8.8012 -0.1694 4.7198  C78 1.092
86 H -7.3518 -2.4947 6.1095  C79 1.089
87 H -8.8263 -2.5646 5.1190  C79 1.087
88 C 0.0084 4.4150 -7.0112  C89 1.514, O93 1.446, H94 1.084, H95 1.090
89 C 0.6223 5.2693 -5.9218  C88 1.514, O90 1.446, H96 1.090, H97 1.084
90 O 0.8367 6.5182 -6.6183  C89 1.446, C91 1.347
91 C -0.0159 6.5833 -7.6593  O90 1.347, O92 1.196, O93 1.341
92 O -0.2008 7.5706 -8.3081  C91 1.196
93 O -0.6274 5.4050 -7.8521  C88 1.446, C91 1.341
94 H -0.7279 3.7077 -6.6473  C88 1.084
95 H 0.7602 3.8895 -7.5991  C88 1.090
96 H -0.0583 5.4463 -5.0891  C89 1.090
97 H 1.5633 4.8842 -5.5456  C89 1.084
98 C 0.8471 -6.8407 -2.4336  C99 1.517, O103 1.426, H104 1.087, H105 1.091
99 C 1.0256 -6.9445 -3.9370  C98 1.517, O100 1.428, H106 1.092, H107 1.087
100 O 0.2402 -5.8520 -4.4138  C99 1.428, C101 1.360
101 C 0.1342 -4.9268 -3.4234  O100 1.360, O102 1.180, O103 1.364
102 O -0.3185 -3.8433 -3.5446  C101 1.180
103 O 0.6192 -5.4438 -2.2582  C98 1.426, C101 1.364
104 H 1.7227 -7.1443 -1.8659  C98 1.087
105 H -0.0267 -7.3877 -2.0752  C98 1.091
106 H 2.0624 -6.7936 -4.2433  C99 1.092
107 H 0.6545 -7.8762 -4.3560  C99 1.087